Entry 1:
{"formula": "C37H41As2F2N3PRuS", "method": "the ωB97M-V functional and the def2-TZVPD basis", "species": ["Ru", "As", "As", "S", "P", "F", "F", "N", "N", "N", "C", "C", "C", "C", "C", "C", "C", "C", "C", "C", "C", "C", "C", "C", "C", "C", "C", "C", "C", "C", "C", "C", "C", "C", "C", "C", "C", "C", "C", "C", "C", "C", "C", "C", "C", "C", "C", "H", "H", "H", "H", "H", "H", "H", "H", "H", "H", "H", "H", "H", "H", "H", "H", "H", "H", "H", "H", "H", "H", "H", "H", "H", "H", "H", "H", "H", "H", "H", "H", "H", "H", "H", "H", "H", "H", "H", "H", "H"], "xyz": [[0.756432, 0.165763, -0.071259], [-3.587637, -0.023443, 0.780146], [-0.417759, -0.606254, 2.130395], [1.383911, -2.013296, -0.204559], [-2.642389, 2.844028, -1.471605], [5.827273, -0.185345, -1.000233], [4.763481, -0.225530, 3.539960], [-0.965086, -3.150002, -1.114087], [1.803499, 0.832665, -1.751292], [0.781438, -3.511233, -2.355343], [0.318387, -2.902034, -1.278666], [-5.005313, 0.226815, 2.100835], [1.265565, 1.311732, -2.883770], [-0.243609, -4.331970, -3.017768], [-2.869048, 4.368046, -2.453992], [0.692197, 2.467379, 0.894687], [-4.693585, -0.493718, -0.763851], [-1.640784, -0.660273, -3.380398], [-0.566746, 2.306169, 0.303906], [-3.008121, -1.820449, 1.327033], [5.352717, -0.236323, 1.278099], [3.052059, 0.160969, 2.002325], [2.647027, 0.308159, 0.693480], [4.400260, -0.082418, 2.266507], [-1.306885, 0.679430, 3.292312], [-3.854344, -2.916400, 1.147592], [-2.530131, 1.845382, -4.131313], [-0.905146, 3.031256, -0.863356], [0.649030, -1.448281, 3.517413], [-1.910484, 0.296972, -2.415661], [-2.339094, 1.578567, -2.776963], [3.400159, 1.537824, -3.892548], [2.022887, 1.678348, -3.972814], [-1.332602, -3.336066, 2.194905], [-1.821929, -0.375318, -4.727578], [3.623619, 0.330176, -0.315872], [-2.184757, -4.412332, 2.001485], [-3.453376, -4.202396, 1.479658], [1.312768, 4.015047, -0.832867], [3.154175, 0.716103, -1.651493], [-2.278248, 0.878286, -5.098499], [4.928889, -0.036969, -0.024527], [3.967114, 1.055933, -2.727666], [-1.478260, -4.096013, -2.116862], [1.642849, 3.323896, 0.304444], [-1.731544, -2.036593, 1.865312], [0.038707, 3.878915, -1.405466], [1.183138, -0.687517, 4.081096], [-1.615014, -1.123584, -5.481667], [-4.905775, 0.417327, -1.321619], [-2.311358, -3.656539, -2.662178], [1.739940, -3.433746, -2.654006], [-0.542568, 1.332117, 3.716328], [6.377990, -0.487205, 1.509354], [-2.860378, 5.213768, -1.766074], [-1.818660, -5.006129, -1.627359], [-0.402299, -3.989074, -4.038172], [-5.635232, -0.947000, -0.458425], [-0.347505, -3.526550, 2.598409], [0.890847, 2.091367, 1.890954], [-5.680168, -0.627756, 2.101175], [-2.879015, 2.817081, -4.452488], [-0.047683, -1.943748, 4.191272], [-4.574308, 0.346824, 3.093009], [2.607575, 3.458035, 0.776018], [-5.561097, 1.128738, 1.849097], [-0.198455, 4.477156, -2.275758], [-4.130958, -5.034979, 1.338822], [4.032474, 1.811978, -4.726883], [0.064215, -5.374800, -3.041689], [-1.771843, 0.051445, -1.361760], [-3.857957, 4.337539, -2.912081], [-2.047199, 1.282079, 2.778196], [-1.360305, 1.764575, 0.806511], [-4.153280, -1.175629, -1.419631], [0.192763, 1.397231, -2.905137], [-1.461510, -2.906532, -0.267220], [-2.438183, 1.111252, -6.143215], [2.379232, 0.201130, 2.843404], [-4.848148, -2.763922, 0.745219], [2.026706, 4.694632, -1.280838], [-1.779729, 0.125718, 4.102194], [1.363536, -2.164244, 3.118381], [5.036542, 0.964355, -2.642241], [-1.859113, -5.409807, 2.266296], [-2.126124, 4.528688, -3.234806], [1.536593, 2.063159, -4.857523], [-1.273889, -1.631836, -3.084642]], "atomic_forces_ev_per_a": [[0.2, 0.5, 0.7], [0.0, 0.0, 0.0], [-0.2, 0.0, -0.1], [0.1, -0.1, -0.3], [0.0, 0.0, 0.0], [0.0, 0.0, 0.0], [0.0, 0.0, 0.0], [-0.1, 0.0, 0.0], [0.1, -0.1, 0.1], [0.0, 0.0, 0.0], [0.0, 0.0, 0.1], [0.0, 0.0, 0.0], [-0.1, -0.1, 0.0], [0.0, 0.0, 0.0], [0.0, 0.0, 0.0], [0.0, 0.0, 0.0], [0.0, 0.0, 0.0], [0.0, 0.0, 0.0], [0.1, 0.2, -0.1], [0.0, 0.0, -0.1], [-0.1, 0.0, 0.0], [0.1, 0.0, 0.1], [-0.2, -0.4, -0.1], [-0.1, 0.0, -0.1], [0.1, 0.0, 0.0], [0.1, 0.0, 0.0], [0.0, 0.0, 0.0], [-0.1, -0.2, 0.0], [0.1, 0.0, 0.0], [0.1, 0.1, 0.0], [0.1, 0.0, 0.0], [0.0, 0.0, 0.0], [0.0, 0.0, 0.0], [0.0, 0.0, 0.0], [0.0, 0.0, 0.0], [-0.3, -0.2, -0.9], [0.0, 0.0, 0.0], [0.0, 0.0, 0.0], [0.0, 0.0, 0.0], [0.0, 0.0, 0.1], [0.0, 0.0, 0.0], [0.1, 0.3, 0.7], [0.1, 0.0, 0.0], [0.0, 0.0, 0.0], [0.0, -0.1, 0.1], [0.0, 0.0, -0.1], [0.0, 0.0, 0.0], [0.0, 0.0, 0.0], [0.0, 0.0, 0.0], [0.0, 0.0, 0.0], [0.0, 0.0, 0.0], [0.0, 0.0, 0.0], [0.0, 0.0, 0.0], [0.0, 0.0, 0.0], [0.0, 0.0, 0.0], [0.0, 0.0, 0.0], [0.0, 0.0, 0.0], [0.0, 0.0, 0.0], [0.0, 0.0, 0.0], [0.0, 0.0, 0.0], [0.0, 0.0, 0.0], [0.0, 0.0, 0.0], [0.0, 0.0, 0.0], [0.0, 0.0, 0.0], [0.0, 0.0, 0.0], [0.0, 0.0, 0.0], [0.0, 0.0, 0.0], [0.0, 0.0, 0.0], [0.0, 0.0, 0.0], [0.0, 0.0, 0.0], [0.0, 0.0, 0.0], [0.0, 0.0, 0.0], [0.0, 0.0, 0.0], [0.0, 0.1, 0.0], [0.0, 0.0, 0.0], [-0.1, 0.0, 0.0], [0.0, 0.0, 0.1], [0.0, 0.0, 0.0], [0.0, 0.0, -0.1], [0.0, 0.0, 0.0], [0.0, 0.0, 0.0], [0.0, 0.0, 0.0], [0.0, 0.0, 0.0], [0.0, 0.0, 0.0], [0.0, 0.0, 0.0], [0.0, 0.0, 0.0], [0.0, 0.0, 0.0], [0.0, 0.0, 0.0]], "lowdin_spin": [0.864, 0.000, -0.004, 0.119, 0.000, 0.000, 0.000, 0.003, 0.003, 0.003, 0.016, 0.000, 0.007, 0.001, 0.000, 0.001, 0.000, 0.000, 0.000, 0.000, 0.000, -0.004, -0.029, 0.001, -0.004, 0.000, 0.000, 0.000, -0.001, 0.000, 0.000, 0.013, -0.001, 0.001, 0.000, -0.003, 0.000, -0.001, 0.000, 0.009, 0.000, 0.002, -0.001, 0.000, 0.000, 0.001, -0.001, 0.000, 0.000, 0.000, 0.000, 0.001, 0.000, 0.000, 0.000, 0.000, 0.000, 0.000, 0.001, 0.001, 0.000, 0.000, 0.000, 0.000, 0.000, 0.000, 0.000, 0.000, 0.001, 0.000, 0.000, 0.000, 0.000, 0.000, 0.000, 0.000, 0.000, 0.000, -0.001, 0.000, 0.000, -0.001, 0.000, 0.000, 0.000, 0.000, 0.000, 0.000], "relative_energy_ev": 3.203, "e_lumo_ev": [-6.05, -7.06], "charge": 2, "homo_energy_ev": [-13.098, -13.095], "s_squared": 0.7593, "orbital_gap_ev": [7.05, 6.03], "multiplicity": 2}



Entry 2:
{"formula": "C3H7N2", "method": "the ωB97M-V functional and the def2-TZVPD basis", "species": ["N", "N", "C", "C", "C", "H", "H", "H", "H", "H", "H", "H"], "xyz": [[-0.188670, -0.171403, 0.191636], [-0.215168, 1.073254, -1.371687], [0.728388, 1.022087, 0.025367], [-0.791920, -0.004823, -0.985031], [-0.099648, -1.239412, 1.136502], [0.447575, 1.946440, 0.606855], [0.675850, -1.939554, 0.672378], [-1.452368, -0.639286, -1.590537], [0.212278, -0.900781, 2.178440], [-0.187399, 1.771860, -2.165460], [1.862696, 0.936077, -0.152473], [-0.991615, -1.854458, 1.454010]], "atomic_forces_ev_per_a": [[-0.2, 0.7, 0.3], [3.5, 3.5, 0.2], [-2.2, 0.9, -2.5], [0.1, -1.2, 0.2], [1.5, -2.3, 1.6], [0.3, -1.3, -0.3], [-0.9, 0.5, 1.3], [-0.1, 0.2, 0.8], [0.1, 0.1, -1.7], [-0.5, -1.7, 1.2], [-2.0, -0.5, 0.2], [0.3, 1.0, -1.4]], "lowdin_charge": [-0.129, 0.121, 0.102, -0.088, -0.042, 0.143, 0.120, 0.180, 0.120, 0.192, 0.164, 0.116], "relative_energy_ev": 1.953, "e_lumo_ev": -3.72, "charge": 1, "homo_energy_ev": -14.865, "orbital_gap_ev": 11.15}